(1)
C27H68N5O13V | ωB97M-V with the def2-TZVPD basis set

Element x y z (Å)
1 O 19.780 -2.845 -3.846
2 V 18.758 -3.954 -4.375
3 O 17.318 -3.367 -3.980
4 O 19.806 -3.916 -8.248
5 C 19.405 -3.992 -6.969
6 O 19.933 -4.752 -6.122
7 O 18.425 -3.301 -6.595
8 H 19.178 -3.259 -8.598
9 C 23.619 -4.664 -2.425
10 O 22.465 -5.438 -2.185
11 C 21.729 -5.597 -3.389
12 C 20.385 -6.215 -3.073
13 N 19.453 -5.172 -2.602
14 C 18.170 -5.695 -2.093
15 C 17.391 -6.477 -3.142
16 O 17.506 -5.893 -4.434
17 C 16.946 -6.679 -5.464
18 H 23.360 -3.605 -2.450
19 H 24.179 -4.900 -3.336
20 H 24.336 -4.856 -1.626
21 H 22.290 -6.273 -4.047
22 H 21.640 -4.680 -3.978
23 H 20.504 -6.977 -2.292
24 H 20.014 -6.746 -3.952
25 H 19.945 -4.690 -1.841
26 H 17.637 -4.818 -1.724
27 H 18.300 -6.332 -1.209
28 H 16.332 -6.452 -2.859
29 H 17.711 -7.523 -3.184
30 H 17.019 -6.144 -6.410
31 H 15.882 -6.837 -5.280
32 H 17.510 -7.607 -5.588
33 C 17.325 -1.418 -1.185
34 O 18.545 -1.987 -0.787
35 C 18.554 -2.425 0.552
36 C 19.884 -3.086 0.890
37 N 20.129 -4.324 0.145
38 C 21.447 -4.887 0.458
39 C 21.693 -5.283 1.904
40 O 20.619 -6.169 2.232
41 C 20.845 -6.801 3.468
42 H 17.084 -0.477 -0.685
43 H 16.509 -2.152 -1.104
44 H 17.335 -1.292 -2.270
45 H 17.688 -3.067 0.752
46 H 18.516 -1.523 1.180
47 H 19.833 -3.264 1.973
48 H 20.686 -2.357 0.761
49 H 19.455 -5.004 0.489
50 H 22.224 -4.198 0.114
51 H 21.581 -5.777 -0.163
52 H 21.622 -4.423 2.575
53 H 22.655 -5.793 1.985
54 H 21.686 -7.494 3.385
55 H 19.995 -7.391 3.813
56 H 21.021 -6.089 4.281
57 C 11.949 2.782 -1.860
58 O 13.314 3.090 -1.868
59 C 13.934 2.929 -3.127
60 C 15.448 3.013 -3.007
61 N 16.027 3.190 -4.327
62 C 17.393 3.688 -4.317
63 C 18.435 2.883 -3.548
64 O 18.708 1.741 -4.313
65 C 19.651 0.889 -3.703
66 H 11.814 1.745 -2.198
67 H 11.371 3.431 -2.526
68 H 11.543 2.827 -0.853
69 H 13.503 3.665 -3.818
70 H 13.617 1.974 -3.573
71 H 15.726 2.058 -2.538
72 H 15.730 3.826 -2.340
73 H 15.983 2.324 -4.851
74 H 17.399 4.729 -3.973
75 H 17.669 3.750 -5.374
76 H 18.033 2.650 -2.551
77 H 19.310 3.518 -3.348
78 H 19.816 -0.002 -4.300
79 H 19.414 0.654 -2.659
80 H 20.631 1.386 -3.627
81 C 25.696 0.121 -0.835
82 C 24.525 0.922 -0.240
83 C 23.304 0.022 -0.184
84 O 22.985 -0.387 -1.489
85 C 21.861 -1.236 -1.551
86 N 24.840 1.313 1.137
87 H 25.571 -0.063 -1.907
88 H 25.803 -0.832 -0.310
89 H 26.661 0.633 -0.798
90 H 24.344 1.782 -0.885
91 H 22.454 0.500 0.322
92 H 23.514 -0.851 0.460
93 H 22.061 -2.119 -0.928
94 H 21.780 -1.568 -2.587
95 H 20.896 -0.791 -1.290
96 H 25.127 0.469 1.632
97 H 25.691 1.868 1.160
98 C 13.603 -0.482 -2.101
99 C 12.870 -1.444 -3.054
100 C 13.888 -2.307 -3.768
101 O 13.224 -3.155 -4.696
102 C 14.090 -4.235 -5.015
103 N 11.957 -2.222 -2.223
104 H 14.348 0.128 -2.622
105 H 14.168 -1.011 -1.330
106 H 12.868 0.188 -1.662
107 H 12.338 -0.825 -3.775
108 H 14.488 -2.908 -3.070
109 H 14.666 -1.695 -4.246
110 H 14.259 -4.792 -4.087
111 H 15.037 -3.843 -5.392
112 H 13.690 -4.892 -5.786
113 H 11.453 -2.907 -2.779
114 H 12.482 -2.774 -1.553

Values from the calculation:
Orbital gap, eV: 8.856
HOMO, eV: -8.5
Energy above the lowest of the compared OMol25 structures with the same formula, charge and spin, kJ/mol: 0.0
Lowest unoccupied orbital energy, eV: 0.33

---

(2)
C4H12NO2Tl | ωB97M-V with the def2-TZVPD basis set

Element x y z (Å)
1 Tl -2.559 0.959 -0.624
2 O -4.105 2.158 -2.763
3 H -4.841 1.948 -2.156
4 C 2.425 0.666 1.093
5 C 1.197 0.651 0.135
6 C 0.702 -0.771 0.121
7 O -0.517 -0.933 -0.681
8 C -1.099 -2.300 -0.574
9 N 0.215 1.545 0.603
10 H 2.130 0.550 2.136
11 H 2.801 1.686 1.164
12 H 3.200 -0.025 0.761
13 H 1.522 0.948 -0.862
14 H 0.655 -1.046 1.174
15 H 1.450 -1.470 -0.254
16 H -1.729 -2.555 -1.425
17 H -1.636 -2.440 0.364
18 H -0.317 -3.060 -0.587
19 H 0.617 2.410 0.937
20 H -0.110 1.082 1.440

Values from the calculation:
Orbital gap, eV: 3.932
HOMO, eV: -18.3
Energy above the lowest of the compared OMol25 structures with the same formula, charge and spin, kJ/mol: 37.5
Net charge: +2
Lowest unoccupied orbital energy, eV: -14.40

---

(3)
C2H4O4S | ωB97M-V with the def2-TZVPD basis set

Element x y z (Å)
1 C -0.792 0.767 -0.670
2 C 0.310 0.302 0.230
3 O -4.020 1.543 0.010
4 O -2.608 1.056 1.869
5 O -2.047 0.015 -0.443
6 O -1.124 2.126 -0.537
7 S -2.792 1.132 0.504
8 H -0.501 0.668 -1.781
9 H 1.073 1.039 0.424
10 H 0.918 -0.557 -0.117
11 H 0.014 0.073 1.203

Values from the calculation:
Orbital gap (alpha / beta), eV: 9.539 / 9.540
HOMO (alpha / beta), eV: -10.7 / -10.7
Energy above the lowest of the compared OMol25 structures with the same formula, charge and spin, kJ/mol: 277.7
Lowest unoccupied orbital energy (alpha / beta), eV: -1.17 / -1.17

---

(4)
C4H5NS | ωB97M-V with the def2-TZVPD basis set

Element x y z (Å)
1 C 2.750 0.814 -0.088
2 C 2.190 -0.228 0.030
3 C 0.986 -0.934 0.335
4 S -0.162 0.525 0.487
5 N -1.575 -0.131 -0.080
6 C -2.758 0.244 -0.308
7 H 3.515 1.524 -0.219
8 H 0.556 -1.216 -0.565
9 H 1.122 -1.577 1.120
10 H -3.554 -0.398 -0.451
11 H -3.070 1.378 -0.262

Values from the calculation:
Orbital gap, eV: 9.569
HOMO, eV: -8.6
Energy above the lowest of the compared OMol25 structures with the same formula, charge and spin, kJ/mol: 395.5
Lowest unoccupied orbital energy, eV: 0.93

---

(5)
C23H15N6RuSe2 | ωB97M-V with the def2-TZVPD basis set

Element x y z (Å)
1 Ru 0.014 1.344 -0.954
2 Se -1.467 -1.525 6.028
3 N -1.893 -0.114 5.070
4 C -1.290 -0.042 3.928
5 C -1.457 1.028 2.986
6 C -2.251 2.191 3.272
7 C -2.300 3.098 2.199
8 C -1.673 2.891 0.990
9 N -1.027 1.730 0.756
10 C -0.818 0.812 1.734
11 C -0.031 -0.345 1.430
12 N 0.551 -0.271 0.196
13 C 1.197 -1.325 -0.211
14 C 1.472 -2.389 0.617
15 C 1.052 -2.486 1.933
16 C 0.239 -1.419 2.370
17 C -0.475 -1.259 3.625
18 N -0.442 -2.118 4.598
19 H -2.882 2.206 4.140
20 H -2.778 4.107 2.388
21 H -1.541 3.689 0.295
22 H 1.726 -1.123 -1.148
23 H 2.308 -3.034 0.234
24 H 1.383 -3.263 2.588
25 N -0.984 0.425 -2.055
26 C -1.856 -0.366 -2.659
27 C -3.249 -0.003 -2.837
28 C -4.159 -0.919 -3.326
29 C -3.760 -2.202 -3.644
30 C -2.381 -2.561 -3.616
31 C -1.456 -1.601 -3.244
32 H -3.693 0.959 -2.620
33 H -5.178 -0.674 -3.507
34 H -4.434 -3.003 -3.746
35 H -2.046 -3.545 -3.985
36 H -0.387 -1.776 -3.275
37 Se 1.718 2.820 -1.604
38 C 3.225 1.734 -1.127
39 C 3.775 0.988 -2.154
40 C 4.902 0.272 -1.876
41 N 5.513 0.183 -0.660
42 C 5.036 0.965 0.310
43 C 3.941 1.847 0.141
44 H 3.329 1.015 -3.171
45 H 5.418 -0.278 -2.646
46 H 5.454 0.782 1.281
47 H 3.655 2.556 0.956

Values from the calculation:
Orbital gap (alpha / beta), eV: 5.012 / 3.736
Multiplicity: 5
HOMO (alpha / beta), eV: -9.2 / -10.6
Energy above the lowest of the compared OMol25 structures with the same formula, charge and spin, kJ/mol: 5.3
Net charge: +1
Expectation value of S²: 6.14
Lowest unoccupied orbital energy (alpha / beta), eV: -4.21 / -6.89

---

(6)
C3H8N2O | ωB97M-V with the def2-TZVPD basis set

Element x y z (Å)
1 C -1.753 0.525 0.853
2 N -1.372 -0.042 -0.206
3 C -0.969 0.820 -1.306
4 H -1.881 -0.067 1.751
5 H -1.967 1.600 0.836
6 H -0.914 0.277 -2.246
7 H 0.045 1.163 -1.086
8 H -1.574 1.732 -1.387
9 N 1.486 -1.511 -0.123
10 C 2.139 -0.615 0.713
11 O 1.995 0.579 0.577
12 H 1.381 -2.420 0.302
13 H 0.517 -1.172 -0.171
14 H 2.867 -0.870 1.491

Values from the calculation:
Orbital gap, eV: 10.943
HOMO, eV: -9.9
Energy above the lowest of the compared OMol25 structures with the same formula, charge and spin, kJ/mol: 184.8
Lowest unoccupied orbital energy, eV: 1.04